Below is C5H6Cl2N2 in the gas phase in a non-equilibrium geometry, with properties calculated with ωB97M-V/def2-TZVPD.

Atoms and positions in Å:
C: 1.5959 -1.4941 0.1165
C: 2.8355 -0.8231 0.0287
C: 0.6229 -0.5438 0.1153
C: 2.6662 0.5564 -0.0895
C: -0.8426 -0.7154 0.1441
N: 1.1917 0.6816 -0.0667
N: 0.4469 1.9102 0.0207
Cl: 4.3857 -1.5051 0.0200
Cl: 3.6288 1.9593 -0.0430
H: 1.4544 -2.5129 0.4873
H: -1.0544 -1.0033 1.1488
H: -1.4583 0.2194 -0.0288
H: -1.0364 -1.2177 -0.8590
H: 0.8668 2.3701 -0.7855
H: 0.9042 2.3116 0.9556

E_tot in hartree: -1223.94406
Frontier orbital gap in eV: 8.75
ΔE to the lowest compared entry with this formula, charge and spin in kJ/mol: 212.1
E_LUMO in Ha: 0.0216
HOMO energy in eV: -8.16
SMILES: Cc1cc(Cl)c(Cl)n1N